This record from the OMol25 dataset describes a molecular structure, C42H80F7IN2O15PS. The level of theory is the ωB97M-V functional and the def2-TZVPD basis.

Structure (XYZ):
```
149
Properties=species:S:1:pos:R:3:lowdin_charge:R:1
C 3.2398 6.3072 0.6188 -0.085
C 3.7668 4.8518 0.8038 -0.229
C 3.1710 4.1157 2.0259 -0.156
C 1.9379 3.2037 1.7576 -0.287
C 1.4239 2.7211 3.1559 -0.040
C 2.1243 2.0931 0.7124 -0.176
C 2.6740 0.7380 1.2562 -0.131
C 4.0120 0.9874 1.9838 -0.075
C 5.1348 1.7173 1.2605 -0.240
O 5.2788 1.8345 0.0727 0.036
C 2.5558 -0.5060 0.2784 -0.257
C 1.3246 -1.3239 0.7981 -0.174
O 0.0837 -0.6619 0.4709 -0.116
C -0.9893 -1.5595 0.4146 -0.288
C -1.7779 -1.6781 -0.7088 -0.067
C -2.8529 -2.5488 -0.7409 -0.067
C -3.1741 -3.3430 0.3480 -0.054
C -2.3672 -3.2139 1.4749 -0.060
C -1.2982 -2.3502 1.5160 -0.014
C 3.7175 -1.5122 0.4305 -0.425
F 3.5787 -2.5660 -0.4232 0.060
F 4.9436 -1.0165 0.1851 0.120
C 3.7634 -2.2305 1.8591 -0.298
F 3.2736 -3.4713 1.8067 0.126
F 5.0684 -2.3024 2.2388 0.089
C 2.2563 -0.1288 -1.2185 -0.690
I 1.3177 -1.7402 -2.4173 1.158
P 3.8042 0.2593 -2.2715 0.836
N 3.1731 0.7221 -3.8123 -0.162
O 4.5527 -1.1734 -2.5824 -0.307
C 1.3245 1.0679 -1.4319 -0.254
N 0.9529 1.8667 -0.2117 -0.062
S 0.2664 3.3652 -0.9194 0.812
O 1.2305 4.4030 -0.9970 -0.193
O -0.3342 3.1378 -2.1925 -0.207
C -1.1808 3.9277 0.1625 -0.648
F -2.3119 3.7890 -0.4688 0.216
F -0.9401 5.2014 0.4155 0.185
F -1.2056 3.2685 1.3302 0.150
H 2.5540 6.3821 -0.2293 0.056
H 4.0999 6.9291 0.3400 0.075
H 2.8283 6.7310 1.5391 0.074
H 3.6813 4.3313 -0.1546 0.090
H 4.8428 4.9581 0.9938 0.108
H 3.9574 3.6386 2.6173 0.098
H 2.7719 4.9052 2.6779 0.121
H 1.1734 3.9505 1.5073 0.109
H 0.7952 1.8239 3.0678 0.079
H 2.2352 2.5777 3.8750 0.086
H 0.7623 3.4734 3.6003 0.095
H 2.9184 2.4411 0.0291 0.134
H 1.9732 0.4893 2.0648 0.123
H 4.4773 0.0894 2.4133 0.122
H 3.7980 1.5860 2.8766 0.106
H 5.8727 2.2265 1.9268 0.142
H 1.3324 -1.3815 1.8965 0.123
H 1.3054 -2.3589 0.4441 0.115
H -1.5750 -1.0886 -1.5990 0.075
H -3.4701 -2.6438 -1.6315 0.114
H -4.0015 -4.0462 0.3427 0.108
H -2.6317 -3.8287 2.3334 0.110
H -0.7070 -2.2581 2.4261 0.110
H 3.2746 -1.6321 2.6388 0.154
H 3.3435 0.0070 -4.5158 0.046
H 3.6181 1.5958 -4.0695 0.036
H 5.0852 -1.0312 -3.3778 0.069
H 1.8181 1.7866 -2.1044 0.097
H 0.3864 0.7183 -1.8593 0.074
H 0.1811 1.4852 0.3615 0.165
C -0.4846 0.3870 -5.1566 -0.140
O 0.0738 -0.5194 -6.0869 -0.207
C -0.8981 -1.0789 -6.9626 -0.197
C -0.8808 -0.4000 -8.3170 -0.201
O -1.2966 0.9549 -8.2260 -0.187
C -0.2142 1.8722 -8.2453 -0.107
H 0.3358 0.9411 -4.6971 0.064
H -1.1609 1.0993 -5.6345 0.090
H -1.0215 -0.1606 -4.3715 0.066
H -1.8968 -1.0271 -6.5190 0.127
H -0.6420 -2.1344 -7.0955 0.126
H -1.5910 -0.9110 -8.9739 0.128
H 0.1113 -0.4721 -8.7725 0.127
H 0.1843 1.9637 -9.2605 0.093
H 0.5867 1.5705 -7.5651 0.080
H -0.5926 2.8444 -7.9320 0.084
C 1.3517 4.9239 -5.2148 -0.111
O 2.4238 5.7396 -5.6428 -0.185
C 3.0679 5.2352 -6.8060 -0.202
C 2.6211 5.9653 -8.0556 -0.201
O 1.2515 5.7195 -8.3396 -0.196
C 0.4030 6.7862 -7.9462 -0.106
H 0.7684 5.4828 -4.4833 0.089
H 0.6929 4.6487 -6.0417 0.080
H 1.7380 4.0155 -4.7344 0.076
H 2.8957 4.1588 -6.9095 0.121
H 4.1422 5.3945 -6.6717 0.126
H 3.1979 5.5894 -8.9061 0.127
H 2.8137 7.0382 -7.9658 0.128
H 0.4973 7.6206 -8.6482 0.091
H 0.6281 7.1335 -6.9352 0.084
H -0.6238 6.4236 -7.9723 0.089
C -5.6061 -7.6254 -2.7798 -0.112
O -6.2966 -8.3963 -1.8127 -0.187
C -5.7005 -8.3370 -0.5259 -0.205
C -6.4443 -7.3872 0.3906 -0.202
O -6.3380 -6.0393 -0.0519 -0.207
C -7.4993 -5.5923 -0.7339 -0.108
H -6.2478 -7.5349 -3.6552 0.090
H -5.3747 -6.6229 -2.4118 0.079
H -4.6806 -8.1311 -3.0750 0.089
H -4.6452 -8.0558 -0.5985 0.125
H -5.7528 -9.3439 -0.1010 0.127
H -5.9918 -7.4342 1.3861 0.124
H -7.4932 -7.6824 0.4833 0.128
H -8.3037 -5.3952 -0.0179 0.090
H -7.8402 -6.3188 -1.4742 0.086
H -7.2514 -4.6619 -1.2439 0.086
C -1.3460 1.7307 8.9806 -0.104
O -2.3385 1.1131 8.1760 -0.186
C -2.5847 1.8072 6.9651 -0.203
C -1.8947 1.1389 5.7936 -0.196
O -0.4772 1.2168 5.9032 -0.204
C 0.1032 0.0098 6.3705 -0.103
H -1.0555 1.0224 9.7548 0.092
H -0.4593 1.9969 8.4007 0.082
H -1.7534 2.6261 9.4603 0.091
H -2.2802 2.8552 7.0464 0.128
H -3.6652 1.7823 6.7933 0.128
H -2.1745 1.6647 4.8743 0.121
H -2.2190 0.0981 5.6986 0.115
H 0.1093 -0.7397 5.5705 0.063
H -0.4273 -0.3890 7.2372 0.091
H 1.1328 0.2219 6.6578 0.092
C -1.4482 -5.0445 7.9809 -0.103
O -0.2222 -4.4577 7.5706 -0.190
C 0.3196 -5.0597 6.4062 -0.201
C 0.0513 -4.2209 5.1740 -0.201
O -1.3354 -4.1645 4.8662 -0.196
C -1.9473 -2.9599 5.2907 -0.118
H -1.9039 -4.3850 8.7179 0.091
H -2.1411 -5.1659 7.1455 0.084
H -1.2627 -6.0165 8.4481 0.092
H -0.0673 -6.0741 6.2738 0.130
H 1.4021 -5.1280 6.5529 0.127
H 0.5506 -4.6841 4.3162 0.125
H 0.4615 -3.2125 5.3008 0.112
H -1.6618 -2.1417 4.6176 0.061
H -1.6735 -2.7023 6.3163 0.084
H -3.0272 -3.0932 5.2389 0.098
```

Its LUMO energy is -3.06 eV. For the largest force on an atom, the calculation gives 3.95 eV/A. As for the HOMO energy: -0.390 Eh. As for the total charge: +1. The HOMO-LUMO gap is 7.56 eV. The calculation puts the molar mass at 1176.03 g/mol.